300
Properties=species:S:1:pos:R:3:lowdin_charge:R:1 method="wB97M-V/def2-TZVPD" e_above_lowest_ev=6.7227 lumo_energy_ha=0.0173 total_energy_ev=-146836.64925 homo_lumo_gap_ev=8.62
O -2.4812 -4.5019 2.5675 -0.223
O 10.4834 -1.9166 11.5844 -0.187
O -5.9879 7.1806 18.0315 -0.180
O 10.9547 3.5117 -1.5534 -0.193
O -3.3908 12.3390 9.1167 -0.216
O 5.3334 0.5473 -9.9466 -0.208
O -0.7877 -13.5683 -10.4122 -0.171
O -9.5439 -2.9192 -9.2223 0.008
O -10.5742 7.5456 -7.7863 -0.194
O -3.7865 -4.5794 6.7650 -0.194
O 10.2339 3.4844 3.5947 -0.194
O 1.7006 -1.0536 -3.3989 -0.194
O -1.5901 -19.8632 -12.5436 -0.217
O -2.2956 5.0409 14.5077 -0.181
O 0.9558 -0.8294 -16.7964 -0.194
O 6.9759 -4.2364 7.4646 -0.184
O 0.8718 -1.1062 15.0414 -0.014
O 2.4288 3.3892 -8.7317 -0.204
O -6.8620 4.5626 -5.3491 -0.229
O 0.6699 10.3734 6.7993 -0.177
O 2.2267 1.2771 2.3962 -0.179
O 1.8735 0.3876 -20.4022 -0.201
N 5.2601 3.1786 -8.8706 -0.079
N -8.7659 7.0974 -5.7337 -0.064
N 1.9150 1.7298 -17.8871 -0.032
N -3.0778 6.9400 16.9134 -0.066
N 2.7354 0.1325 -1.0977 -0.070
N -9.6600 -3.1109 -10.5606 -0.158
N -0.3780 -17.2943 -10.2780 -0.091
N -0.7594 11.7071 9.1727 -0.054
N -3.8690 -3.0593 4.3509 -0.076
N 1.8434 -1.4193 15.9823 -0.112
N 9.4610 2.8398 0.6870 -0.041
N 9.4229 -4.3538 10.1955 -0.056
C 4.6564 4.4938 -8.6983 -0.167
C -4.4397 -3.3335 6.6354 -0.235
C 11.1154 -3.2253 11.5136 -0.199
C 10.7360 -1.3293 12.8508 -0.125
C -2.6292 12.5203 10.2436 -0.266
C 0.9296 1.8794 -18.8844 -0.283
C 3.2267 4.3989 -9.3411 -0.224
C 4.1865 -2.0653 16.6206 -0.153
C -4.7654 11.9812 9.2962 -0.077
C 2.4591 0.1878 -21.7183 -0.093
C 2.9233 0.7726 -2.4060 -0.204
C -1.3615 -18.4942 -12.2282 -0.217
C 0.3870 0.4027 -16.2918 -0.204
C 0.5538 -3.2430 17.2022 -0.057
C -6.8481 7.6058 16.9441 -0.098
C 2.4209 -1.9481 18.4230 -0.104
C 3.1191 -1.9916 15.4993 -0.488
C -4.3053 -2.8717 2.9296 -0.162
C -2.3610 5.6811 13.2248 -0.090
C 2.6617 1.0593 0.0038 -0.222
C 1.4822 1.7734 -20.2808 -0.221
C -12.1704 -3.3789 -10.5551 -0.029
C -2.8255 -4.6519 7.7393 -0.137
C -2.1603 7.1692 15.7608 -0.169
C 2.1396 0.6607 3.6553 -0.142
C 0.1269 -0.9425 17.7867 -0.060
C -6.9137 5.7244 -4.5553 -0.222
C 2.3559 0.3207 1.3210 -0.196
C 5.5926 -4.4029 7.3151 -0.115
C -10.7900 6.4583 -6.9048 -0.217
C 0.9719 9.0412 6.5382 -0.142
C -9.7133 -2.2323 -13.3492 -0.206
C -5.2106 6.0392 17.7735 -0.229
C 5.8101 -0.7724 -9.9901 -0.114
C -1.4452 -5.0465 1.7483 -0.112
C -6.1050 3.4690 -4.7872 -0.078
C -8.6576 -3.1564 -12.8314 -0.165
C -9.3699 5.9453 -6.4054 -0.202
C -10.9379 -2.5180 -11.1022 -0.406
C -7.4719 -4.2217 -10.9656 -0.036
C 11.5283 3.8935 -2.8154 -0.111
C 2.8921 -0.3275 -3.5259 -0.223
C -1.0484 -15.9754 -10.5841 -0.172
C 6.3841 1.4729 -10.2198 -0.210
C -3.1296 -3.3234 1.9847 -0.170
C 8.9472 -4.5986 8.7820 -0.188
C -10.9856 -2.6799 -12.6723 -0.147
C -11.8346 7.9841 -8.2839 -0.114
C 3.7215 -2.6474 17.9780 -0.160
C 1.2617 10.8109 8.0259 -0.219
C -7.6143 -1.6744 -11.0301 -0.024
C 0.4503 11.9881 8.4351 -0.251
C 1.3649 -1.8416 -4.5357 -0.095
C -1.3127 12.9853 9.6383 -0.194
C 0.3674 -2.0125 -16.2457 -0.104
C 9.0900 2.7566 3.1672 -0.247
C -1.1603 -18.4461 -10.6642 -0.208
C -8.4011 -3.0400 -11.3032 -0.464
C -0.4398 -12.5794 -9.4981 -0.146
C 10.0973 3.8287 4.9825 -0.098
C 9.4363 1.9965 1.9184 -0.203
C 1.2306 -1.8645 17.3094 -0.455
C 3.7951 -1.0508 14.4105 -0.033
C 3.0386 -3.3983 14.9567 -0.053
C 7.4547 -4.7107 8.7052 -0.249
C 9.7564 2.7668 -1.7642 -0.210
C -7.2984 6.9767 -5.4444 -0.157
C -0.9838 -20.3160 -13.7790 -0.080
C -5.0182 -3.1919 5.2551 -0.200
C 1.0620 3.4396 -9.3003 -0.079
C -1.5326 5.8207 15.3212 -0.289
C -11.1232 -0.9578 -10.7506 -0.021
C 9.6123 1.9636 -0.4553 -0.246
C 5.8031 2.9182 -10.1952 -0.200
C -0.1288 -14.8087 -10.1370 -0.208
C -4.2047 6.0255 16.5621 -0.189
C 1.2464 1.6342 -16.5860 -0.204
C 10.8005 -3.9214 10.1567 -0.234
H -5.9241 5.9273 -4.1458 0.108
H -7.4968 8.3923 17.3297 0.081
H -0.5293 -19.3219 -10.5131 0.114
H 4.5531 -2.6046 18.6813 0.106
H 8.2690 3.4555 3.0073 0.126
H -8.9850 7.8032 -6.4223 0.083
H -3.1031 13.3149 10.8200 0.117
H 8.6994 1.2192 1.7162 0.115
H 4.8002 -1.3442 14.1075 0.079
H -0.2687 -17.3043 -9.2740 0.095
H -5.0481 -3.6648 2.8443 0.099
H 6.8386 1.3029 -11.1958 0.112
H 7.1568 1.2913 -9.4727 0.117
H -1.4026 11.2335 8.5545 0.111
H 10.4214 1.2333 -0.4385 0.117
H -1.4144 7.7575 16.2953 0.111
H 5.1362 -3.8921 8.1630 0.089
H -8.8259 5.5063 -7.2418 0.110
H -12.0798 -0.6470 -11.1708 0.075
H 4.9560 -2.7399 16.2452 0.109
H 12.1183 3.1386 -3.3351 0.086
H 2.3151 2.4496 -20.4736 0.125
H 1.9756 1.8798 -0.2064 0.113
H -5.2699 12.6038 10.0350 0.081
H -7.5124 6.8335 16.5564 0.083
H -6.3870 8.1082 16.0937 0.076
H 0.3975 -1.9910 -15.1563 0.077
H 1.9279 -2.5242 19.2060 0.107
H -13.1368 -2.9790 -10.8619 0.076
H -3.1281 6.4554 13.2203 0.079
H 0.9728 -2.8779 -16.5154 0.087
H 2.7208 -4.1709 15.6568 0.070
H -1.3788 13.6990 8.8172 0.122
H -12.0823 -3.4079 -9.4691 0.068
H -12.4192 8.4428 -7.4865 0.090
H -3.1195 -3.7357 4.3793 0.092
H 4.6231 4.6765 -7.6242 0.111
H 11.0222 -3.1998 9.3704 0.112
H 1.8149 0.5123 -22.5354 0.076
H 0.2771 0.3929 -15.2074 0.116
H -1.4406 6.0119 12.7437 0.097
H 1.5081 10.1203 8.8324 0.130
H 0.2094 12.6350 7.5916 0.121
H 0.6561 1.9341 -20.9735 0.119
H 9.4238 -5.5567 8.5748 0.117
H -3.5193 -3.6572 1.0230 0.107
H -6.6087 3.1229 -3.8846 0.081
H -7.4943 -1.3459 -9.9977 0.072
H 9.2843 -3.8797 8.0352 0.117
H -0.5794 0.5301 -16.7795 0.112
H 5.2279 5.3037 -9.1517 0.114
H 5.1383 3.0673 -11.0460 0.107
H 3.1071 -0.4622 1.4255 0.116
H -12.4180 7.2205 -8.7983 0.082
H -5.1915 -3.1882 7.4111 0.120
H 1.2577 0.0907 3.9478 0.081
H -0.0687 -1.0823 18.8499 0.088
H -0.7697 13.4236 10.4757 0.119
H 2.3552 -3.3876 14.1076 0.086
H 2.5542 -0.8981 -21.7219 0.089
H -1.0986 5.2505 16.1425 0.126
H 6.3200 -0.9034 -10.9445 0.085
H -11.7550 8.6577 -9.1372 0.084
H 9.8475 2.1195 -2.6365 0.116
H -9.3811 -1.9731 -9.2321 0.074
H -5.9448 5.2449 17.6397 0.107
H 3.2338 4.1377 -10.3993 0.109
H -0.6949 -12.8289 -8.4682 0.082
H 0.7828 -14.8584 -10.7325 0.122
H -4.7120 5.6999 18.6814 0.117
H 10.3709 1.4748 2.1243 0.122
H -0.2104 -3.4817 17.9419 0.080
H -0.7961 -1.0770 17.2227 0.083
H 11.4794 -4.7437 9.9309 0.117
H -7.0023 7.8959 -4.9388 0.106
H 6.6026 3.6519 -10.2980 0.115
H -1.0200 -11.6746 -9.6791 0.087
H -2.6065 6.4306 17.6471 0.095
H -12.0986 -4.4248 -10.8535 0.074
H 0.6101 4.4284 -9.2211 0.078
H -9.4463 -1.1766 -13.3013 0.110
H 2.6541 5.3108 -9.1716 0.108
H 2.5568 -0.8997 18.6884 0.109
H 3.9870 -3.7651 14.5641 0.084
H -0.9208 -21.4042 -13.7703 0.086
H 0.4042 0.1018 17.6431 0.082
H 3.5827 1.6419 0.0223 0.121
H 8.6714 1.4134 -0.4434 0.112
H -11.7407 -1.9961 -13.0602 0.114
H 0.0784 -3.2295 16.2214 0.085
H -9.8434 -2.4195 -14.4150 0.113
H -4.7944 10.9391 9.6147 0.087
H -0.4942 -18.1041 -12.7609 0.115
H 3.7551 1.4682 -2.5165 0.116
H 11.0031 4.3066 5.3558 0.083
H 8.8934 3.4208 -1.8891 0.121
H -5.6006 -4.0758 4.9952 0.119
H 0.5553 8.3946 7.3106 0.086
H 8.8179 1.9481 3.8457 0.116
H -5.1261 3.8314 -4.4733 0.081
H -9.4519 5.0736 -5.7561 0.105
H 0.7496 2.5543 -16.2784 0.120
H -6.6221 -1.7606 -11.4729 0.079
H -8.0714 -5.0495 -10.5866 0.085
H -6.8752 -4.6238 -11.7844 0.080
H 6.9508 -4.1451 9.4889 0.117
H 7.2431 -5.7407 8.9925 0.124
H 11.7695 -0.9952 12.9425 0.086
H -0.6847 -2.1282 -16.5060 0.084
H -0.5994 6.0276 14.7974 0.105
H -2.6492 7.7706 14.9944 0.111
H -6.8386 -3.9006 -10.1386 0.076
H 8.9496 -3.5282 10.5339 0.091
H -3.6478 -2.6067 6.8166 0.115
H 0.6042 8.7250 5.5620 0.087
H -2.2413 -17.8993 -12.4737 0.110
H 3.1730 -0.9921 13.5174 0.073
H 0.4859 -2.4631 -4.3650 0.088
H 10.0008 2.9074 5.5570 0.082
H -0.5567 -4.4196 1.6724 0.082
H -5.5867 -2.2643 5.1882 0.122
H 1.2596 -1.1743 -5.3911 0.083
H -10.3082 -0.3332 -11.1165 0.064
H -2.3287 -5.6221 7.7496 0.094
H -3.3300 -4.3949 8.6707 0.087
H -1.7456 -5.3418 0.7429 0.082
H 0.4595 2.6651 -8.8257 0.083
H 2.1153 1.6954 -15.9308 0.109
H 2.8939 0.2636 -4.4417 0.113
H 4.5561 2.4786 -8.6852 0.090
H 5.3299 -4.0421 6.3207 0.089
H 9.2474 4.5080 5.0474 0.086
H -1.5988 -19.8883 -14.5708 0.084
H -1.1945 -16.0285 -11.6630 0.105
H 0.8163 -0.1482 15.0714 0.104
H 3.9672 -0.0363 14.7701 0.075
H 2.1418 1.5147 -2.5697 0.107
H -11.2618 5.6135 -7.4066 0.111
H -6.1111 2.6946 -5.5542 0.089
H -2.0779 -3.8696 7.6082 0.084
H 3.3470 0.7983 -21.8828 0.082
H -2.5505 11.6133 10.8430 0.126
H 10.8059 4.3696 -3.4784 0.083
H 2.2231 0.7970 -18.1218 0.099
H 0.0237 -19.9108 -13.8727 0.078
H -11.2060 -0.7511 -9.6836 0.069
H 2.9935 0.0274 3.8958 0.085
H -11.2276 -3.7241 -12.8700 0.117
H -8.9800 -4.1717 -13.0626 0.122
H 10.2890 3.4096 0.5878 0.099
H 2.0874 1.4952 4.3546 0.085
H 0.4458 2.8559 -18.9051 0.123
H -1.9885 -15.9442 -10.0334 0.118
H 0.9584 3.2306 -10.3650 0.077
H -11.4595 6.7297 -6.0885 0.117
H 10.8039 -3.8409 12.3575 0.116
H -6.7314 6.8857 -6.3708 0.109
H 10.0425 -0.5284 13.1070 0.085
H -8.0038 -0.7925 -11.5388 0.059
H -2.0805 -18.5933 -10.0987 0.115
H -4.7636 -1.9267 2.6380 0.111
H -2.3637 -2.5987 1.7082 0.111
H 0.0944 1.1792 -18.9006 0.120
H 0.1494 -15.0625 -9.1142 0.116
H 4.6909 -1.0990 16.6100 0.107
H 3.8407 -0.8602 -3.4589 0.122
H -3.8682 5.0026 16.3930 0.105
H -1.1122 -5.9714 2.2193 0.085
H 2.2306 11.2021 7.7155 0.118
H 12.2047 -3.1874 11.5243 0.113
H 0.6179 -12.3162 -9.4850 0.086
H -7.7412 -3.0341 -13.4088 0.120
H 6.4576 -0.9088 -9.1239 0.089
H 10.5658 -2.0414 13.6584 0.078
H -2.9002 4.9217 12.6585 0.090
H 1.8006 -0.2169 -1.2535 0.099
H 12.1919 4.7565 -2.7602 0.079
H 1.1805 -4.1298 17.2967 0.066
H -4.7079 6.3161 15.6399 0.108
H 2.0409 8.8351 6.4843 0.083
H 3.5058 -3.7045 17.8229 0.097
H -5.2699 12.1717 8.3490 0.088
H 2.1628 -2.5268 -4.8221 0.082
H -7.6250 5.5891 -3.7405 0.120
H 5.3230 -5.4569 7.2486 0.085
H 4.9311 -1.4143 -9.9306 0.090
H 1.4607 -0.3003 1.3527 0.116
H 1.1086 12.6637 8.9813 0.119